No. 1
Here is C12H27NaSbSe4Si as an isolated structure from the OMol25 dataset. Energies are from ωB97M-V/def2-TZVPD.

```
46
Properties=species:S:1:pos:R:3:forces:R:3:nbo_charge:R:1
Na 2.206 -1.079 0.616 0.3 -0.1 0.1 0.900
Se 7.627 -1.929 3.589 0.0 0.0 0.0 -0.596
Sb 6.557 -3.212 1.823 -0.1 -0.1 -0.1 1.070
Se 6.156 -5.486 2.585 0.0 0.1 0.0 -0.625
Se 7.991 -3.270 -0.140 0.0 0.0 0.1 -0.625
Se 4.391 -2.141 1.227 0.0 0.0 0.0 -1.139
C -2.567 1.125 1.467 0.0 0.0 0.1 -0.616
C -1.371 0.162 1.541 0.1 -0.1 0.1 -0.563
C -1.902 -1.244 1.858 0.0 0.0 0.0 -0.610
C -0.476 0.561 2.730 0.0 0.0 0.0 -0.612
Si -0.369 0.179 -0.099 -0.3 0.1 -0.1 1.532
C 0.130 1.933 -0.706 0.1 0.0 0.0 -0.563
C 0.504 2.847 0.471 0.0 0.0 0.0 -0.610
C -1.015 2.595 -1.489 0.0 0.1 0.0 -0.616
C 1.377 1.861 -1.608 0.0 0.0 0.0 -0.612
C -1.077 -0.960 -1.475 0.1 -0.1 -0.1 -0.563
C -0.347 -0.743 -2.809 0.0 0.0 0.0 -0.610
C -0.875 -2.444 -1.112 0.0 0.0 0.0 -0.612
C -2.575 -0.697 -1.695 0.0 0.0 0.0 -0.616
H -3.136 1.057 2.401 0.0 0.0 0.0 0.211
H -3.248 0.881 0.649 0.0 0.0 0.0 0.207
H -2.260 2.164 1.350 0.0 0.0 0.0 0.206
H -2.383 -1.222 2.841 0.0 0.0 0.0 0.210
H -1.105 -1.990 1.908 0.0 0.0 0.0 0.217
H -2.646 -1.588 1.140 0.0 0.0 0.0 0.204
H -1.057 0.479 3.655 0.0 0.0 0.0 0.210
H -0.106 1.581 2.667 0.0 0.0 0.0 0.216
H 0.386 -0.103 2.842 0.0 0.0 0.0 0.212
H -0.343 3.069 1.119 0.0 0.0 0.0 0.204
H 0.868 3.799 0.072 0.0 0.0 0.0 0.210
H 1.305 2.429 1.085 0.0 0.0 0.0 0.217
H -1.926 2.688 -0.894 0.0 0.0 0.0 0.207
H -1.264 2.055 -2.402 0.0 0.0 0.0 0.206
H -0.708 3.605 -1.782 0.0 0.0 0.0 0.211
H 2.234 1.412 -1.097 0.0 0.0 0.0 0.212
H 1.676 2.878 -1.885 0.0 0.0 0.0 0.210
H 1.211 1.307 -2.529 0.0 0.0 0.0 0.216
H 0.731 -0.897 -2.724 0.0 0.0 0.0 0.217
H -0.518 0.248 -3.229 0.0 0.0 0.0 0.204
H -0.720 -1.474 -3.535 0.0 0.0 0.0 0.210
H 0.178 -2.694 -0.960 0.0 0.0 0.0 0.212
H -1.228 -3.065 -1.943 0.0 0.0 0.0 0.210
H -1.422 -2.748 -0.223 0.0 0.0 0.0 0.216
H -2.780 0.339 -1.971 0.0 0.0 0.0 0.207
H -3.174 -0.935 -0.815 0.0 0.0 0.0 0.207
H -2.932 -1.334 -2.513 0.0 0.0 0.0 0.211
```
Positions in Å, forces in eV/Å.

The HOMO energy (alpha / beta) is -3.9 / -3.3 eV. As for the total charge: -1. The frontier orbital gap (alpha / beta) is 3.556 / 4.325 eV. Its molar mass is 660.02 g/mol.



No. 2
Here is an isolated ion of composition C2H6N5 and charge +1 from the OMol25 dataset. Energies are from ωB97M-V/def2-TZVPD.

```
13
Properties=species:S:1:pos:R:3:forces:R:3:mulliken_spin:R:1
C -1.223 0.636 -0.542 3.4 1.7 -2.6 0.508
C -0.202 -1.053 1.339 2.0 1.9 -1.3 0.018
N -1.142 -0.306 0.481 1.9 -1.5 1.8 0.365
N -2.383 1.071 -0.697 -3.3 1.0 -1.0 -0.138
N -2.394 -0.374 0.864 2.2 -7.3 6.1 0.595
N -3.117 0.410 0.206 -4.3 6.7 -4.8 0.603
N -0.011 1.254 -1.175 -1.5 -0.9 0.9 0.011
H -0.430 -2.080 1.161 -0.6 -0.8 1.0 0.005
H -0.190 -0.560 2.347 -0.2 -1.2 -0.7 -0.001
H 0.839 -1.008 0.898 -0.9 0.4 0.5 0.001
H 0.523 0.418 -1.317 1.2 -0.5 -0.8 0.008
H 0.488 1.742 -0.419 0.2 0.8 -0.5 0.025
H -0.147 1.766 -2.097 -0.1 -0.4 1.5 0.000
```
Positions in Å, forces in eV/Å.

The HOMO energy (alpha / beta) is -10.4 / -15.1 eV. As for the total charge: +1. Its spin multiplicity is 3. The frontier orbital gap (alpha / beta) is 5.860 / 6.628 eV. Its molar mass is 100.10 g/mol. For the energy above the lowest of the compared OMol25 structures with the same formula, charge and spin, the calculation gives 1.9039 eV.



No. 3
Here is C24H31BiClF6N2O3 as an isolated structure from the OMol25 dataset. Energies are from ωB97M-V/def2-TZVPD.

```
68
Properties=species:S:1:pos:R:3:forces:R:3:nbo_charge:R:1
Bi 0.532 0.143 0.124 -1.4 1.4 -2.2 0.974
Cl -0.859 -1.275 1.567 -0.9 -0.6 0.5 -0.570
N 0.854 -1.604 -1.201 1.3 -3.4 0.0 -0.651
N 0.067 1.918 1.366 0.6 1.7 3.5 -0.642
C 1.385 -2.756 -0.810 -1.6 3.5 -0.9 0.650
C 0.596 2.225 2.542 -1.3 -0.9 -3.7 0.648
C 0.216 -1.725 -2.526 0.2 0.0 0.2 0.068
C 0.175 -3.257 -2.649 0.2 -0.3 0.4 -0.082
C 1.092 -1.006 -3.539 0.5 -0.2 -0.2 -0.614
C -1.162 -1.097 -2.564 -0.5 -0.2 -0.1 -0.647
H 2.141 -1.108 -3.237 0.0 0.0 -0.4 0.210
H 0.839 0.066 -3.589 0.1 -0.4 0.1 0.225
H 0.925 -1.466 -4.519 0.2 0.3 0.0 0.200
H -1.811 -1.703 -1.931 0.0 0.3 -0.2 0.241
H -1.581 -1.031 -3.586 0.3 -0.4 0.2 0.194
H -1.202 -0.075 -2.148 0.2 -0.6 -0.1 0.285
C -0.983 2.887 0.986 0.2 -0.2 0.1 0.063
C -0.660 4.023 1.960 0.7 0.0 0.3 -0.078
C -2.330 2.265 1.243 -0.3 -0.4 0.2 -0.678
C -0.882 3.261 -0.500 0.1 0.4 0.0 -0.623
H 0.138 3.589 -0.735 -0.1 -0.1 -0.1 0.198
H -1.562 4.099 -0.710 0.1 -0.1 0.1 0.205
H -1.171 2.432 -1.174 0.2 0.2 0.6 0.261
H -2.386 1.892 2.276 -0.1 0.2 -0.1 0.203
H -2.462 1.384 0.560 0.1 0.6 0.5 0.325
H -3.136 2.994 1.060 0.3 -0.2 0.1 0.197
O 0.222 3.392 3.009 -0.7 1.3 0.3 -0.490
H -1.541 4.433 2.484 0.6 -0.1 -0.3 0.205
H -0.039 4.782 1.450 -0.3 0.0 0.5 0.182
O 1.160 -3.752 -1.631 -0.4 -1.1 -1.1 -0.490
H 0.475 -3.627 -3.642 -0.1 -0.1 0.5 0.192
H -0.806 -3.649 -2.306 0.6 0.1 -0.4 0.210
C 2.156 -2.891 0.461 0.3 0.2 0.2 -0.497
C 1.580 1.344 3.238 0.4 -0.3 0.2 -0.490
C 2.468 0.520 2.299 2.1 -0.1 1.4 -0.117
H 0.996 0.636 3.860 0.2 0.4 -0.1 0.246
H 2.198 1.987 3.883 -0.3 -0.3 0.0 0.232
C 2.049 -0.782 1.904 -1.1 0.5 -0.9 -0.278
C 2.753 -1.565 0.943 2.2 -0.9 1.0 -0.113
H 1.155 -1.215 2.380 0.9 0.1 0.1 0.244
C 3.960 -1.063 0.465 -1.0 -0.9 0.1 0.023
C 4.414 0.188 0.903 0.5 0.6 -0.8 -0.358
C 4.739 -1.819 -0.580 0.2 0.1 -0.2 -0.633
C 3.677 0.987 1.787 -1.2 0.1 0.8 0.013
H 5.372 0.570 0.519 -0.4 -0.2 0.2 0.190
C 4.152 2.378 2.118 0.2 0.1 -0.2 -0.630
H 5.158 2.531 1.714 -0.1 0.0 0.1 0.209
H 4.183 2.562 3.199 0.0 0.0 -0.2 0.204
H 3.496 3.139 1.669 0.1 -0.1 0.1 0.210
H 4.900 -2.868 -0.303 0.0 0.2 0.0 0.205
H 5.716 -1.344 -0.728 -0.1 -0.2 0.0 0.209
H 4.221 -1.804 -1.552 0.1 0.0 0.2 0.209
H 2.949 -3.635 0.289 -0.3 0.1 0.2 0.235
H 1.456 -3.259 1.235 0.2 -0.1 -0.3 0.255
C -4.354 -0.639 -2.010 -0.4 -0.1 0.3 -0.659
C -3.817 -0.628 -0.556 0.9 1.2 0.4 0.159
O -2.635 0.012 -0.505 -0.7 -1.4 0.1 -0.911
C -4.782 0.252 0.339 0.6 -0.5 -0.6 0.951
F -6.060 -0.208 0.302 -0.1 0.6 0.5 -0.353
F -4.382 0.311 1.642 -0.7 0.1 -1.0 -0.330
F -4.785 1.535 -0.155 -0.5 -1.0 0.6 -0.348
C -3.917 -2.148 0.038 0.3 1.1 -0.4 0.938
F -5.166 -2.660 -0.222 0.8 -0.2 0.3 -0.356
F -3.010 -2.983 -0.569 -0.8 0.4 0.4 -0.353
F -3.709 -2.237 1.368 -0.3 -0.2 -0.9 -0.321
H -4.184 0.377 -2.418 -0.2 -0.6 0.3 0.224
H -5.429 -0.882 -1.956 0.4 0.0 -0.7 0.205
H -3.767 -1.349 -2.629 -0.6 0.3 0.5 0.213
```
Positions in Å, forces in eV/Å.

The HOMO energy (alpha / beta) is -1.4 / -1.3 eV. As for the total charge: -1. The frontier orbital gap (alpha / beta) is 4.141 / 4.039 eV. Its molar mass is 753.94 g/mol.



Max |F| readings, ordered: 0.3; 9.7; 4.0 eV/A
E readings, ordered: -10771.23988; -353.02346; -2542.33022 Eh